(1)
A 2-piece molecular cluster, C14H16 overall. Source: OMol25; level of theory: the ωB97M-V functional and the def2-TZVPD basis.

## Properties
LUMO level ... 0.03281 Eh
Calculated total energy ... -542.9747 Ha
HOMO level ... -8.68 eV
HOMO-LUMO gap ... 9.6 eV
SMILES string ... Cc1ccccc1.Cc1ccccc1
Relative energy (zero: lowest compared OMol25 entry of this formula, charge and spin) ... 257.8 kJ/mol

Geometry (Å):
C: 3.34742 0.54400 -0.58456
C: 2.02753 1.13119 -0.99808
C: 1.68787 0.88533 -2.30992
C: 0.35044 0.96575 -2.70937
C: -0.50332 1.68852 -1.90642
C: -0.11438 2.06111 -0.65914
C: 1.14959 1.75171 -0.17769
H: 4.36803 0.80618 -0.82028
H: 3.62948 -0.39432 -1.08687
H: 3.14101 0.40458 0.52244
H: 2.43031 0.55873 -3.06398
H: 0.11871 0.51963 -3.72479
H: -1.57384 1.88690 -2.17463
H: -0.89699 2.48513 -0.00753
H: 1.56661 1.95045 0.89930
C: -1.52604 -2.44990 -0.47828
C: -1.37225 -1.66974 0.68331
C: -0.21348 -1.67488 1.44890
C: -0.21195 -0.73705 2.51824
C: -1.28999 -0.03616 2.99194
C: -2.39514 0.14008 2.06599
C: -2.41656 -0.73221 1.01863
H: -1.39403 -1.79138 -1.38153
H: -2.56966 -2.77953 -0.44088
H: -1.02173 -3.38307 -0.51646
H: 0.75107 -2.09490 1.15426
H: 0.61322 -0.76678 3.30558
H: -1.40696 0.41784 3.92437
H: -3.01126 0.99278 2.15542
H: -3.26374 -0.67999 0.35203

=====

(2)
C23H43F5InN2O6S as an isolated structure. Source: OMol25; level of theory: the ωB97M-V functional and the def2-TZVPD basis.

## Properties
LUMO level (alpha / beta) ... 0.09422 / 0.07480 Eh
Calculated total energy ... -2550.5406 Ha
2S+1 ... 3
HOMO level (alpha / beta) ... -5.76 / -5.77 eV
HOMO-LUMO gap (alpha / beta) ... 8.3 / 7.8 eV
Charge ... -1

Geometry (Å):
O: -2.83739 3.61923 3.55608
C: -3.79842 3.04601 2.97586
O: -3.69262 2.66488 1.60910
C: -3.47368 1.21290 1.48915
C: -2.21996 0.66256 2.32432
In: -0.84926 -0.72443 1.17351
S: 1.10740 0.61812 0.26016
O: 0.91865 1.07664 -1.16957
O: 2.31302 -0.32203 0.36975
C: 1.39792 2.01836 1.47141
F: 1.08964 1.59279 2.80882
F: 2.75023 2.46807 1.49719
C: 0.48748 3.31723 1.17889
F: 0.24656 3.94076 2.43747
F: 1.28747 4.20671 0.39825
F: -0.73913 3.03753 0.56359
H: -4.73614 2.86461 3.61847
H: -4.43156 0.69574 1.88692
H: -3.42902 0.98347 0.37127
H: -2.63283 0.04380 3.20601
H: -1.55934 1.48287 2.77869
H: -1.66319 -1.72699 -0.06098
H: -0.10957 -1.82922 2.41320
C: -2.04494 6.02133 -3.08449
C: -2.23619 4.50129 -2.85611
C: -0.86473 3.87204 -2.53864
C: 0.03218 3.77588 -3.76993
C: -0.67398 3.02250 -4.89216
C: -2.06289 3.60101 -5.23997
N: -2.90509 3.85982 -4.03110
O: -3.38672 2.65652 -3.61416
C: -1.90430 4.90954 -6.05136
C: -2.74558 2.64191 -6.25217
C: -3.12774 4.45748 -1.58733
H: -1.69149 6.50428 -2.16778
H: -1.30177 6.27169 -3.83653
H: -2.99005 6.50077 -3.36357
H: -0.99627 2.86690 -2.12119
H: -0.34977 4.45376 -1.76720
H: 0.33042 4.77341 -4.10729
H: 0.95906 3.25643 -3.50555
H: -0.03291 3.02242 -5.78059
H: -0.77345 1.97314 -4.58942
H: -2.86239 5.42661 -6.15740
H: -1.54069 4.70077 -7.06164
H: -1.17856 5.60326 -5.63204
H: -2.84069 1.62206 -5.86947
H: -2.15935 2.56755 -7.17299
H: -3.74368 3.00079 -6.52435
H: -4.11068 4.89693 -1.78711
H: -2.67481 5.02708 -0.77104
H: -3.27949 3.44433 -1.20687
C: 3.16766 -7.28220 2.04516
C: 2.26065 -6.05863 1.76320
C: 3.09298 -4.98193 1.03722
C: 4.08278 -4.28418 1.96712
C: 3.36269 -3.70173 3.17819
C: 2.49862 -4.73494 3.93347
N: 1.63577 -5.54982 3.02278
O: 0.58483 -4.76445 2.66181
C: 3.40278 -5.67392 4.76858
C: 1.68172 -3.98009 5.01641
C: 1.20348 -6.63585 0.78622
H: 3.50186 -7.73548 1.10603
H: 4.08196 -7.04780 2.58305
H: 2.62768 -8.05287 2.60654
H: 2.43225 -4.22562 0.59680
H: 3.64215 -5.42739 0.20027
H: 4.86685 -4.97853 2.28509
H: 4.59184 -3.48236 1.42224
H: 4.10244 -3.26230 3.85607
H: 2.73406 -2.87099 2.83498
H: 2.83233 -6.51645 5.17032
H: 3.83288 -5.14340 5.62282
H: 4.25986 -6.06252 4.22188
H: 1.05400 -3.18898 4.59664
H: 2.34702 -3.49146 5.73457
H: 1.03909 -4.66759 5.57644
H: 0.59581 -7.40200 1.27866
H: 1.68393 -7.10483 -0.07751
H: 0.53033 -5.87282 0.38684

=====

(3)
A 2-piece molecular cluster, C6H7N overall. Source: OMol25; level of theory: the ωB97M-V functional and the def2-TZVPD basis.

## Properties
LUMO level ... 0.01790 Eh
Calculated total energy ... -287.4727 Ha
HOMO level ... -9.12 eV
HOMO-LUMO gap ... 9.6 eV
Relative energy (zero: lowest compared OMol25 entry of this formula, charge and spin) ... 300.6 kJ/mol

Geometry (Å):
N: -0.24476 -2.37932 -0.97091
C: 0.49173 -2.72515 -0.10769
C: -0.51367 -0.17397 0.95406
C: -1.17186 0.22619 -0.15474
C: -0.29021 1.10427 -0.94508
C: 0.87790 1.24599 -0.29589
C: 0.84198 0.45249 0.97945
H: -0.85183 -0.88114 1.70565
H: -0.64695 -1.39785 -0.81610
H: -2.20836 0.00166 -0.38836
H: -0.55031 1.53484 -1.90669
H: 1.72234 1.84929 -0.60803
H: 1.65864 -0.27769 1.07632
H: 0.89283 1.10086 1.86721